(1)
Molecular formula: C21H18N4O4S
Method: DFT, ωB97M-V with the def2-TZVPD basis set

XYZ file:
```
48
Properties=species:S:1:pos:R:3:nbo_charge:R:1
C -3.748 -2.601 5.512 -0.265
H -4.490 -1.748 5.459 0.172
O -3.336 -3.141 4.290 -0.497
C -2.520 -2.155 3.525 0.311
C -2.268 -0.813 3.869 -0.322
C -1.202 -0.010 3.161 -0.197
C -0.659 -0.375 1.969 0.201
C -1.229 -1.889 1.404 -0.210
C -2.020 -2.661 2.162 -0.240
H -2.358 -3.552 1.936 0.206
H -0.695 -2.326 0.505 0.220
N 0.096 0.146 1.048 -0.422
C -0.359 1.653 0.728 0.065
N 0.862 1.959 0.155 -0.306
N 1.660 1.039 -0.043 -0.246
C 1.430 0.108 0.670 0.293
C 2.002 -1.112 0.841 -0.098
H 2.609 -1.222 1.786 0.232
H 1.297 -2.252 0.784 0.234
O 3.219 -1.402 -0.087 -0.528
C 2.875 -1.159 -1.544 0.341
C 4.296 -1.024 -2.183 -0.138
C 4.158 -0.807 -3.512 -0.297
C 3.060 -0.477 -4.145 -0.131
C 1.574 -0.875 -3.624 -0.042
C 0.378 -0.439 -4.052 -0.190
C -0.819 -0.374 -3.402 -0.323
C -0.600 -1.099 -2.024 0.100
N 0.613 -1.057 -1.444 -0.469
C 1.679 -0.921 -2.049 0.069
H -1.515 -1.195 -1.465 0.195
H -1.786 -0.390 -3.933 0.243
H 0.414 -0.147 -5.118 0.206
H 2.796 -0.146 -5.290 0.218
H 4.994 -0.583 -4.110 0.223
H 5.105 -1.332 -1.593 0.240
S -1.814 2.287 1.019 0.402
C -1.181 3.859 0.142 -0.497
C -0.983 3.320 -1.425 0.812
O -0.238 3.998 -2.213 -0.664
O -1.475 2.270 -1.602 -0.643
H -0.957 1.968 -2.620 0.535
H -2.248 4.416 -0.095 0.226
H -0.585 4.529 0.348 0.195
H -0.900 0.792 3.418 0.178
H -2.536 -0.502 5.014 0.231
H -3.041 -2.352 6.228 0.179
H -4.506 -3.334 5.876 0.200
```

Properties
Energy above the lowest of the compared OMol25 structures with the same formula, charge and spin ... 18.669 eV
HOMO energy ... -0.292 hartree
Multiplicity ... 1
HOMO-LUMO gap ... 7.071 eV

***

(2)
Molecular formula: C2H4BrP
Method: DFT, ωB97M-V with the def2-TZVPD basis set

XYZ file:
```
8
Properties=species:S:1:pos:R:3:nbo_charge:R:1
C 0.797 -0.143 0.388 -0.332
C -0.179 0.185 -0.416 -0.527
P -1.826 0.966 0.277 0.615
Br -4.711 0.479 -0.023 -0.402
H 0.751 0.052 1.456 0.214
H 1.837 -0.373 0.004 0.222
H -0.227 0.290 -1.602 0.241
H -2.246 1.608 -0.916 -0.033
```

Properties
Energy above the lowest of the compared OMol25 structures with the same formula, charge and spin ... 2.614 eV
HOMO energy (alpha / beta) ... -0.349 / -0.342 hartree
Multiplicity ... 1
HOMO-LUMO gap (alpha / beta) ... 7.106 / 6.641 eV

***

(3)
Molecular formula: C3H2ClF2N
Method: DFT, ωB97M-V with the def2-TZVPD basis set

XYZ file:
```
9
Properties=species:S:1:pos:R:3:nbo_charge:R:1
N -0.975 -1.615 1.117 -0.237
C -0.777 -1.098 0.112 0.191
C -0.293 -0.235 -0.926 0.216
F -1.199 0.491 -1.637 -0.298
C 0.988 -0.238 -1.320 0.240
F 1.878 -0.921 -0.646 -0.290
H 1.372 0.492 -1.892 0.177
Cl -1.023 1.370 2.276 -0.268
H 0.029 1.753 2.916 0.270
```

Properties
Energy above the lowest of the compared OMol25 structures with the same formula, charge and spin ... 0.421 eV
HOMO energy ... -0.382 hartree
Multiplicity ... 1
HOMO-LUMO gap ... 10.599 eV

***

(4)
Molecular formula: C8H16N2O6S
Method: DFT, ωB97M-V with the def2-TZVPD basis set

XYZ file:
```
33
Properties=species:S:1:pos:R:3:nbo_charge:R:1
N -6.463 -1.346 -0.482 -0.859
C -5.559 -0.491 0.291 -0.165
C -4.115 -0.709 -0.178 -0.393
C -3.084 0.099 0.600 -0.526
C -1.683 -0.222 0.148 0.798
O -1.382 -1.025 -0.704 -0.601
O -0.765 0.500 0.818 -0.676
C -5.957 0.977 0.072 0.771
O -5.574 1.870 0.789 -0.590
O -6.720 1.179 -1.002 -0.671
H -7.275 -1.617 0.065 0.378
H -6.000 -2.200 -0.782 0.379
H -5.614 -0.673 1.374 0.206
H -3.875 -1.775 -0.081 0.219
H -4.044 -0.475 -1.248 0.223
H -3.148 -0.106 1.677 0.239
H -3.251 1.176 0.501 0.266
H 0.100 0.232 0.465 0.495
H -6.898 0.278 -1.363 0.508
N 6.524 -0.784 -0.214 -0.819
C 5.302 -0.022 -0.397 -0.177
C 4.207 -0.522 0.548 -0.518
S 3.721 -2.233 0.202 -0.044
C 5.431 1.495 -0.247 0.771
O 4.505 2.255 -0.100 -0.593
O 6.709 1.919 -0.326 -0.685
H 7.197 -0.551 -0.937 0.374
H 6.959 -0.535 0.671 0.361
H 4.954 -0.187 -1.425 0.232
H 4.542 -0.427 1.586 0.210
H 3.315 0.098 0.434 0.243
H 4.978 -2.692 0.117 0.146
H 6.673 2.888 -0.252 0.500
```

Properties
Energy above the lowest of the compared OMol25 structures with the same formula, charge and spin ... 0.000 eV
HOMO energy ... -0.335 hartree
Multiplicity ... 1
HOMO-LUMO gap ... 9.582 eV

***

(5)
Molecular formula: C6H10N
Method: DFT, ωB97M-V with the def2-TZVPD basis set

XYZ file:
```
17
Properties=species:S:1:pos:R:3:nbo_charge:R:1
C 0.905 0.987 -0.470 -0.078
C 1.787 1.477 -1.082 -0.119
C -0.406 -1.243 -0.314 -0.386
C -1.922 -0.927 -0.201 -0.501
C -0.041 0.062 0.294 -0.339
C -1.520 0.400 0.343 0.544
N -2.151 1.448 0.667 -0.618
H 5.675 -1.092 0.655 0.020
H 2.610 2.118 -1.228 0.257
H -0.144 -2.198 0.160 0.253
H -0.119 -1.385 -1.338 0.250
H -2.431 -0.921 -1.120 0.279
H -2.576 -1.544 0.462 0.280
H 0.194 0.033 1.370 0.292
H 4.978 -0.972 0.656 -0.020
H -1.657 2.309 0.643 0.443
H -3.182 1.448 0.501 0.444
```

Properties
Energy above the lowest of the compared OMol25 structures with the same formula, charge and spin ... 3.092 eV
HOMO energy ... -0.533 hartree
Multiplicity ... 1
Charge ... +1
HOMO-LUMO gap ... 9.682 eV

***

(6)
Molecular formula: C3H3Cl2NS
Method: DFT, ωB97M-V with the def2-TZVPD basis set

XYZ file:
```
10
Properties=species:S:1:pos:R:3:nbo_charge:R:1
C -0.772 -0.856 -0.809 0.013
C -1.686 -0.153 -0.323 -0.440
C 0.741 0.656 0.637 -0.203
N 0.863 -0.679 0.740 -0.489
S -1.046 1.074 0.941 0.269
Cl 1.324 1.478 -0.863 -0.083
Cl 2.303 -1.433 0.161 0.114
H -0.250 -1.703 -1.401 0.279
H -2.671 0.354 -0.575 0.300
H 1.193 1.262 1.491 0.241
```

Properties
Energy above the lowest of the compared OMol25 structures with the same formula, charge and spin ... 4.691 eV
HOMO energy (alpha / beta) ... -0.337 / -0.337 hartree
Multiplicity ... 1
HOMO-LUMO gap (alpha / beta) ... 8.082 / 8.083 eV

***

(7)
Molecular formula: C3HBr3O3
Method: DFT, ωB97M-V with the def2-TZVPD basis set

XYZ file:
```
10
Properties=species:S:1:pos:R:3:nbo_charge:R:1
C 1.206 2.063 -1.169 1.029
C -0.576 -0.282 1.209 0.280
C 0.460 -0.688 0.212 -0.259
O 1.689 2.949 -0.664 -0.483
O -0.296 0.699 1.847 -0.485
O 0.657 1.168 -1.670 -0.541
Br -3.751 -2.791 -0.238 -0.015
Br -0.113 -1.903 -1.153 0.118
Br 2.272 -0.470 0.458 0.196
H -1.547 -0.746 1.168 0.159
```

Properties
HOMO energy (alpha / beta) ... -0.388 / -0.331 hartree
Multiplicity ... 1
HOMO-LUMO gap (alpha / beta) ... 8.859 / 5.177 eV

***

(8)
Molecular formula: C3H6NOS
Method: DFT, ωB97M-V with the def2-TZVPD basis set

XYZ file:
```
12
Properties=species:S:1:pos:R:3:nbo_charge:R:1
N -1.656 -0.312 0.142 -0.842
C -0.575 0.267 -0.659 -0.176
C 0.196 -0.968 -1.098 0.453
O -0.057 -1.620 -2.082 -0.568
C 0.213 1.320 0.136 -0.530
S 0.998 0.622 1.645 -0.722
H -1.250 -0.543 1.059 0.380
H -2.200 0.481 0.501 0.338
H -1.004 0.705 -1.565 0.176
H 0.865 -1.338 -0.296 0.134
H -0.530 2.077 0.414 0.173
H 0.970 1.809 -0.478 0.183
```

Properties
Energy above the lowest of the compared OMol25 structures with the same formula, charge and spin ... 1.381 eV
HOMO energy ... -0.102 hartree
Multiplicity ... 1
Charge ... -1
HOMO-LUMO gap ... 6.884 eV

***

(9)
Molecular formula: C4H4Cl2F2
Method: DFT, ωB97M-V with the def2-TZVPD basis set

XYZ file:
```
12
Properties=species:S:1:pos:R:3:nbo_charge:R:1
C -1.142 1.178 1.052 -0.689
C 0.010 0.631 0.359 0.467
F 1.138 1.284 0.415 -0.286
C -0.170 -0.421 -0.388 -0.415
C 1.018 -1.164 -0.921 0.279
F 2.214 -0.559 -0.371 -0.365
Cl 1.292 -1.091 -2.623 0.039
Cl 1.202 -2.854 -0.338 -0.009
H -2.058 0.867 0.305 0.242
H -1.138 2.373 1.175 0.248
H -1.282 0.525 2.082 0.252
H -1.082 -0.767 -0.747 0.237
```

Properties
Energy above the lowest of the compared OMol25 structures with the same formula, charge and spin ... 1.591 eV
HOMO energy ... -0.368 hartree
Multiplicity ... 1
HOMO-LUMO gap ... 10.678 eV

***

(10)
Molecular formula: C6H4O
Method: DFT, ωB97M-V with the def2-TZVPD basis set

XYZ file:
```
11
Properties=species:S:1:pos:R:3:nbo_charge:R:1
C 2.539 0.037 -0.205 0.042
C 1.907 0.360 0.856 -0.440
C 0.571 0.179 0.966 0.461
C -0.490 1.091 0.509 -0.266
C -1.131 0.361 -0.411 -0.133
C -0.476 -0.998 -0.427 -0.138
O 0.101 -1.088 0.886 -0.459
H 0.432 -0.909 -1.075 0.229
H -0.540 2.153 0.708 0.249
H -1.854 0.697 -1.144 0.234
H -1.060 -1.883 -0.663 0.221
```

Properties
Energy above the lowest of the compared OMol25 structures with the same formula, charge and spin ... 4.628 eV
HOMO energy ... -0.360 hartree
Multiplicity ... 1
HOMO-LUMO gap ... 9.123 eV

***

(11)
Molecular formula: C5H3NO3S
Method: DFT, ωB97M-V with the def2-TZVPD basis set

XYZ file:
```
13
Properties=species:S:1:pos:R:3:nbo_charge:R:1
C -0.148 -0.255 0.441 -0.193
C -1.373 -0.870 0.111 -0.379
C -0.346 1.126 0.356 0.172
C -1.634 0.588 0.908 -0.276
C -0.651 2.784 3.052 1.027
N 0.189 2.254 0.203 -0.607
O -0.080 3.781 3.043 -0.513
O -3.780 -0.069 -0.832 -0.886
O -1.057 1.718 3.152 -0.510
S -2.338 0.294 -0.864 1.247
H 0.536 -0.672 1.251 0.256
H -1.863 -1.857 0.505 0.296
H 1.188 2.245 -0.108 0.365
```

Properties
Energy above the lowest of the compared OMol25 structures with the same formula, charge and spin ... 3.448 eV
HOMO energy ... -0.342 hartree
Multiplicity ... 1
HOMO-LUMO gap ... 8.546 eV

***

(12)
Molecular formula: C15H20ClN3OS
Method: DFT, ωB97M-V with the def2-TZVPD basis set

XYZ file:
```
41
Properties=species:S:1:pos:R:3:nbo_charge:R:1
C 1.852 3.732 -0.468 -0.641
C 2.487 2.386 -0.279 -0.040
C 3.865 2.275 -0.189 -0.220
C 4.461 1.038 -0.004 -0.029
Cl 6.183 0.934 0.116 0.003
C 3.693 -0.109 0.077 -0.229
C 2.316 -0.012 -0.021 -0.256
C 1.702 1.226 -0.183 0.195
N 0.306 1.358 -0.305 -0.635
C -0.680 0.988 0.565 0.311
S -2.142 1.763 0.419 -0.312
N -0.437 0.055 1.491 -0.606
C -1.390 -0.317 2.512 -0.214
C -2.621 -1.085 2.012 -0.430
C -2.286 -2.321 1.174 -0.222
N -1.908 -1.992 -0.177 -0.424
C -2.873 -1.579 -1.171 -0.206
C -2.005 -1.016 -2.300 -0.410
C -0.664 -1.724 -2.114 -0.501
C -0.656 -2.095 -0.643 0.703
O 0.311 -2.427 0.021 -0.678
H 1.407 3.815 -1.461 0.217
H 2.595 4.518 -0.368 0.226
H 1.070 3.901 0.271 0.232
H 4.480 3.159 -0.257 0.223
H 4.159 -1.073 0.203 0.231
H 1.737 -0.923 -0.011 0.255
H 0.013 2.146 -0.871 0.420
H 0.405 -0.495 1.416 0.427
H -0.850 -0.920 3.244 0.204
H -1.743 0.599 2.997 0.222
H -3.191 -1.394 2.889 0.214
H -3.243 -0.408 1.428 0.235
H -1.446 -2.865 1.615 0.227
H -3.158 -2.983 1.137 0.200
H -3.465 -2.444 -1.500 0.181
H -3.552 -0.827 -0.764 0.216
H -1.883 0.058 -2.159 0.226
H -2.443 -1.188 -3.280 0.216
H -0.603 -2.646 -2.697 0.229
H 0.197 -1.107 -2.366 0.236
```

Properties
Energy above the lowest of the compared OMol25 structures with the same formula, charge and spin ... 0.000 eV
HOMO energy ... -0.300 hartree
Multiplicity ... 1
HOMO-LUMO gap ... 8.886 eV